7
Properties=species:S:1:pos:R:3:mulliken_charge:R:1 method="wB97M-V/def2-TZVPD" homo_energy_ev="-9.75 / -9.76" smiles="O=NP[N+](=O)[O-]" lumo_ev="-1.42 / -1.43" de_lowest_ev=1.164
O -1.779 1.441 1.111 -0.310
N -1.247 0.879 0.175 0.159
P -0.663 -0.800 0.237 0.178
N 0.841 -0.304 -0.789 0.864
O 0.748 -0.023 -1.963 -0.513
O 1.839 -0.396 -0.088 -0.534
H 0.262 -0.797 1.318 0.156